1.
Computed, not measured: a 3-piece molecular cluster, C4H13NO3 overall in a non-equilibrium geometry, with ωB97M-V with the def2-TZVPD basis set.

Summary:
structure (SMILES): CC[C@H](N)C=O.O.O
max |F|: 0.0546 Eh/bohr
HOMO: -9.51 eV
lowest unoccupied orbital energy: 0.5 eV
energy above the lowest of the compared OMol25 structures with the same formula, charge and spin: 64.1 kcal/mol
frontier orbital gap: 10.03 eV

Each line ends with the natural charge from an NBO analysis.
CARTESIAN COORDINATES (ANGSTROEM)
C1 0.0239 -0.8819 -2.2968  -0.411
H1 -0.6884 1.9349 2.7433  0.459
C2 0.6387 -0.4655 -0.8955  -0.157
H2 -1.9873 -0.6801 -3.4748  0.231
H3 0.9498 -1.3637 -0.3925  0.202
H4 -1.5816 -1.1501 3.6535  0.479
H5 -0.0526 -0.8388 3.4684  0.484
H6 -1.3656 -0.0758 -0.1241  0.384
O1 -0.8247 -0.6723 3.9905  -0.956
H7 -2.0693 -1.5430 -2.2717  0.222
H8 0.5664 -0.3158 -3.1556  0.201
H9 0.3764 -1.8963 -2.4432  0.219
N1 -0.3655 0.1920 -0.0065  -0.867
C3 1.8050 0.4270 -1.1848  0.438
C4 -1.5021 -0.6519 -2.4769  -0.662
O2 2.9557 0.0938 -0.9888  -0.506
O3 -1.6141 1.8845 2.4809  -0.935
H10 1.5586 1.4788 -1.4273  0.111
H11 -1.6577 1.0394 2.8963  0.471
H12 -1.7919 0.3044 -2.0445  0.220
H13 -0.3189 1.2729 -0.0195  0.374


2.
Computed, not measured: an isolated molecule of C5H7ClN2 in a non-equilibrium geometry, with ωB97M-V with the def2-TZVPD basis set.

Summary:
structure (SMILES): [H]/N=C(/Cl)C/C=C\N=C
max |F|: 0.0517 Eh/bohr
HOMO: -9.22 eV
lowest unoccupied orbital energy: 0.7 eV
energy above the lowest of the compared OMol25 structures with the same formula, charge and spin: 60.0 kcal/mol
frontier orbital gap: 9.88 eV

Each line ends with the natural charge from an NBO analysis.
CARTESIAN COORDINATES (ANGSTROEM)
H1 1.2291 -2.0058 -1.2047  0.214
N1 1.1548 2.0080 0.9007  -0.646
C1 -0.6529 0.8874 -0.3999  -0.557
H2 1.6709 1.2258 1.3004  0.395
H3 -1.5551 1.4327 -0.8160  0.254
H4 0.5241 0.1355 -2.1578  0.217
C2 -0.4773 -2.0659 1.0856  -0.035
C3 0.5656 -1.3212 -0.7188  -0.029
Cl1 -0.3779 3.6482 -0.4849  -0.116
H5 -1.2549 -2.4199 0.3689  0.148
N2 0.5623 -1.5285 0.6200  -0.400
H6 -1.0121 0.4096 0.4835  0.239
C4 0.1686 1.9944 0.1425  0.369
C5 0.0990 -0.1555 -1.2130  -0.229
H7 -0.6443 -2.2449 2.0935  0.175


Which of these has the lowest HOMO? C4H13NO3


What is the energy above the lowest of the compared OMol25 structures with the same formula, charge and spin in the first record? 64.1 kcal/mol